Record 1
DFT (ωB97M-V with the def2-TZVPD basis set) results for a structure of composition C28H27N6O10S3Ti at a distorted geometry.

lowest unoccupied orbital energy: -3.9 eV
E_tot: -114504.737 eV
highest occupied orbital energy: -11.1 eV
gap between HOMO and LUMO: 0.266 Ha
energy relative to the best compared isomer or geometry (same formula, charge and spin): 66.53 kJ/mol
net charge: +1

Geometry (Å):
Ti (-0.3783, -0.0497, -0.1666)
O (-2.0475, -1.0319, 2.8865)
C (-3.2738, -0.4332, 2.9056)
C (-4.1357, -0.5491, 3.9894)
C (-5.3291, 0.1496, 4.0002)
C (-5.6717, 0.9888, 2.9452)
C (-4.8154, 1.1046, 1.8682)
C (-3.6204, 0.3830, 1.8266)
C (-2.7441, 0.5064, 0.6542)
O (-2.1214, -0.5900, 0.1827)
N (-2.5301, 1.6623, 0.1296)
N (-1.5813, 1.5754, -0.9168)
C (-1.6102, 2.5893, -1.7179)
S (-0.6176, 2.6014, -3.1345)
C (-0.8833, 4.3632, -3.4622)
C (-2.3197, 4.6836, -3.0959)
S (-2.6677, 3.9466, -1.4754)
H (-2.0369, -1.7996, 3.4685)
H (-3.8539, -1.1791, 4.8242)
H (-5.9932, 0.0444, 4.8475)
H (-6.6029, 1.5364, 2.9605)
H (-5.0670, 1.7372, 1.0281)
H (-0.6866, 4.5410, -4.5180)
H (-0.1847, 4.9484, -2.8638)
H (-3.0154, 4.2690, -3.8247)
H (-2.4800, 5.7578, -3.0175)
O (-0.3958, -3.5701, 1.0307)
C (-0.0718, -2.8088, 0.1720)
O (0.4973, -1.5957, 0.4411)
C (-0.1558, -3.0719, -1.2979)
C (-0.1901, -4.3970, -1.7144)
C (-0.1599, -4.6795, -3.0661)
C (-0.0708, -3.6899, -4.0275)
C (-0.0130, -2.3796, -3.5993)
C (-0.1136, -2.0285, -2.2447)
O (-0.1892, -0.7590, -1.8883)
N (0.1721, -1.3374, -4.6225)
O (-0.3563, -1.5178, -5.6967)
O (0.9002, -0.4049, -4.3386)
N (-0.2002, -6.0885, -3.5055)
O (-0.1620, -6.2951, -4.6992)
O (-0.2668, -6.9337, -2.6397)
H (-0.2387, -5.1935, -0.9859)
H (-0.0385, -3.9289, -5.0804)
C (5.2848, 0.2983, -2.2766)
N (3.9646, 0.8846, -2.0812)
C (2.9556, 0.3368, -1.3985)
S (1.7807, 1.4006, -0.7452)
N (2.8865, -0.9852, -1.2528)
C (3.3944, -1.9800, -2.1919)
H (5.9909, 1.1136, -2.4098)
H (5.3303, -0.3443, -3.1534)
H (5.5794, -0.2669, -1.3930)
H (3.8780, 1.8778, -2.2192)
H (2.1730, -1.2985, -0.6097)
H (4.4283, -2.2611, -1.9984)
H (3.2954, -1.6159, -3.2148)
H (2.7726, -2.8676, -2.0862)
C (-0.7503, 2.8385, 2.8785)
C (0.1440, 1.6836, 2.5760)
O (-0.0587, 1.0309, 1.5395)
C (1.2456, 1.3026, 3.4599)
C (1.8923, 0.0794, 3.2602)
C (2.9377, -0.2799, 4.0901)
C (3.3479, 0.5803, 5.1014)
C (2.7130, 1.7986, 5.3018)
C (1.6523, 2.1567, 4.4888)
H (-1.5901, 2.8372, 2.1886)
H (-0.1838, 3.7651, 2.7554)
H (-1.0942, 2.7978, 3.9114)
H (1.5563, -0.5843, 2.4767)
H (3.4337, -1.2313, 3.9573)
H (4.1689, 0.2953, 5.7462)
H (3.0411, 2.4598, 6.0910)
H (1.1512, 3.1015, 4.6468)

Record 2
DFT (ωB97M-V with the def2-TZVPD basis set) results for a structure of composition C28H27N7O2Pt at a distorted geometry.

lowest unoccupied orbital energy: -7.5 eV
E_tot: -47233.059 eV
highest occupied orbital energy: -13.9 eV
gap between HOMO and LUMO: 0.233 Ha
net charge: +2

Geometry (Å):
Pt (0.3008, -0.4079, 0.9916)
C (1.0542, -1.0197, 5.2968)
C (0.7130, -0.3616, 4.0051)
O (0.5227, -1.0561, 3.0048)
C (0.6720, 1.1027, 3.9937)
C (0.2866, 1.9065, 2.9990)
C (0.2292, 3.3922, 3.1624)
N (-0.1946, 1.3567, 1.7407)
N (-1.0768, 2.1019, 1.2578)
C (-1.7685, 1.5875, 0.1160)
O (-1.7082, 0.3915, -0.1454)
C (-2.5427, 2.5603, -0.6371)
C (-2.4780, 3.9279, -0.3450)
C (-3.1998, 4.8246, -1.1110)
C (-3.9946, 4.3620, -2.1515)
C (-4.0747, 3.0014, -2.4365)
C (-3.3496, 2.1002, -1.6850)
H (1.1137, -2.0971, 5.1755)
H (0.2902, -0.7769, 6.0398)
H (1.9980, -0.6230, 5.6770)
H (0.9325, 1.5888, 4.9243)
H (0.6511, 3.6737, 4.1222)
H (-0.7994, 3.7434, 3.1060)
H (0.7904, 3.8823, 2.3648)
H (-1.8716, 4.2812, 0.4771)
H (-3.1531, 5.8827, -0.8941)
H (-4.5658, 5.0662, -2.7418)
H (-4.7082, 2.6526, -3.2401)
H (-3.4084, 1.0385, -1.8845)
C (3.6197, -0.6109, 0.2825)
N (2.8779, -1.3279, 1.2935)
C (2.7796, -2.7637, 1.1792)
C (1.4421, -3.1411, 0.6145)
N (0.3961, -2.3360, 0.5062)
C (-0.6441, -3.0868, -0.0784)
C (-1.9514, -2.7501, -0.4211)
C (-2.7287, -3.7464, -0.9735)
C (-2.2346, -5.0447, -1.1815)
C (-0.9438, -5.3851, -0.8393)
C (-0.1676, -4.3750, -0.2842)
N (1.1479, -4.3664, 0.1638)
C (2.7226, -0.0909, -0.8218)
N (1.4036, -0.1181, -0.8775)
C (1.0455, 0.4400, -2.1163)
C (-0.2001, 0.5951, -2.7218)
C (-0.2231, 1.1596, -3.9796)
C (0.9582, 1.5506, -4.6338)
C (2.1961, 1.3749, -4.0541)
C (2.2079, 0.8078, -2.7845)
N (3.2479, 0.4511, -1.9352)
H (4.3960, -1.2361, -0.1762)
H (4.1309, 0.2385, 0.7387)
H (3.1912, -1.0653, 2.2134)
H (2.9052, -3.2299, 2.1574)
H (3.5576, -3.1777, 0.5266)
H (-2.3386, -1.7565, -0.2581)
H (-3.7504, -3.5260, -1.2506)
H (-2.8820, -5.7938, -1.6155)
H (-0.5595, -6.3842, -0.9922)
H (1.7774, -5.1534, 0.1640)
H (-1.1023, 0.2702, -2.2263)
H (-1.1698, 1.2955, -4.4845)
H (0.8951, 1.9863, -5.6213)
H (3.1057, 1.6569, -4.5664)
H (4.2312, 0.5570, -2.1285)

Record 3
DFT (ωB97M-V with the def2-TZVPD basis set) results for a structure of composition C28H27N7O4S3Ti.

lowest unoccupied orbital energy (spin up / spin down): -4.1 / -4.1 eV
E_tot: -103714.273 eV
expectation value of S²: 0.754
spin multiplicity: 2
highest occupied orbital energy (spin up / spin down): -10.7 / -10.7 eV
gap between HOMO and LUMO (spin up / spin down): 0.240 / 0.241 Ha
energy relative to the best compared isomer or geometry (same formula, charge and spin): 0.00 kJ/mol
net charge: +1

Geometry (Å):
Ti (-0.5042, 0.1010, 0.1744)
C (-3.0586, -0.1772, 3.0353)
C (-3.0703, -1.5304, 2.3374)
S (-2.7576, -1.5250, 0.5608)
C (-4.2257, -0.7146, -0.1215)
C (-4.2726, 0.7992, 0.0394)
S (-2.7256, 1.5581, -0.5252)
C (-2.4966, 2.8833, 0.6819)
C (-2.5571, 2.4635, 2.1436)
S (-1.6818, 0.9107, 2.5374)
H (-2.9730, -0.3392, 4.1100)
H (-3.9937, 0.3511, 2.8701)
H (-4.0220, -2.0337, 2.5144)
H (-2.2918, -2.1794, 2.7386)
H (-5.1083, -1.1779, 0.3217)
H (-4.2247, -0.9889, -1.1771)
H (-4.4646, 1.0806, 1.0694)
H (-5.0879, 1.1967, -0.5658)
H (-3.2324, 3.6670, 0.4985)
H (-1.5113, 3.2873, 0.4523)
H (-3.5814, 2.3483, 2.4925)
H (-2.0763, 3.2371, 2.7354)
O (0.2609, -0.1829, -7.4779)
C (-0.7900, -0.7365, -6.8765)
O (-1.7996, -1.0215, -7.4606)
C (-0.6431, -1.0161, -5.4057)
C (0.5071, -1.5767, -4.8687)
C (0.5991, -1.8178, -3.5071)
C (-0.4616, -1.4670, -2.6844)
C (-1.6116, -0.8943, -3.2134)
C (-1.7154, -0.7030, -4.5772)
N (-0.3540, -1.5991, -1.2703)
C (0.0729, -2.6879, -0.7735)
C (0.3414, -2.8044, 0.6641)
C (0.9018, -3.9565, 1.1846)
C (1.2297, -3.9965, 2.5335)
C (0.9911, -2.8782, 3.3083)
C (0.4146, -1.7630, 2.7127)
N (0.0818, -1.7249, 1.4270)
H (0.8809, 0.2294, -6.8391)
H (1.3485, -1.8058, -5.5092)
H (1.5124, -2.2165, -3.0829)
H (-2.4169, -0.5925, -2.5567)
H (-2.6145, -0.2897, -5.0140)
H (0.2822, -3.5549, -1.3991)
H (1.0918, -4.8029, 0.5385)
H (1.6760, -4.8829, 2.9630)
H (1.2474, -2.8528, 4.3576)
H (0.2255, -0.8636, 3.2869)
N (-0.0822, 1.3766, -1.4843)
C (0.7489, 1.6863, -2.2400)
C (1.7342, 2.1236, -3.0927)
C (2.6774, 3.0511, -2.5811)
N (3.4502, 3.7963, -2.1623)
C (1.7646, 1.6291, -4.4167)
N (1.7446, 1.1957, -5.4826)
C (2.6168, 4.6599, 2.1333)
N (2.3692, 3.3177, 1.6001)
C (3.3947, 2.6281, 1.0381)
C (3.2426, 1.3956, 0.5084)
C (1.9208, 0.8886, 0.5153)
O (1.5423, -0.1977, -0.0427)
N (0.9063, 1.5659, 1.0756)
C (1.0751, 2.7964, 1.6439)
O (0.1534, 3.4235, 2.1439)
H (3.0256, 5.2940, 1.3488)
H (3.3155, 4.6059, 2.9664)
H (1.6730, 5.0659, 2.4774)
H (4.3438, 3.1468, 1.0228)
H (4.0467, 0.8685, 0.0226)

Record 4
DFT (ωB97M-V with the def2-TZVPD basis set) results for the molecule C28H27NO3S at a distorted geometry.

lowest unoccupied orbital energy: -0.2 eV
E_tot: -47939.664 eV
highest occupied orbital energy: -6.8 eV
gap between HOMO and LUMO: 0.242 Ha
energy relative to the best compared isomer or geometry (same formula, charge and spin): 0.00 kJ/mol

Geometry (Å):
C (1.9612, 4.4241, 0.3867)
N (2.8979, 3.5526, 1.0519)
C (4.1333, 4.1672, 1.4831)
C (2.7114, 2.1930, 1.1489)
C (3.7791, 1.3155, 0.8144)
C (3.6163, -0.0499, 0.9178)
C (2.4241, -0.5544, 1.4657)
C (2.3617, -2.0020, 1.8069)
C (1.0582, -2.7061, 1.4468)
S (0.6168, -3.5735, 3.0775)
C (1.0838, -2.4585, 4.4318)
C (-1.1757, -3.2891, 3.0907)
O (3.3106, -2.6049, 2.2923)
C (1.3375, 0.2902, 1.7384)
C (1.4695, 1.6581, 1.5589)
H (1.2209, 3.8388, -0.1633)
H (1.4486, 5.0737, 1.1062)
H (2.5036, 5.0572, -0.3273)
H (4.8169, 3.4067, 1.8658)
H (4.6234, 4.6921, 0.6537)
H (3.9332, 4.8852, 2.2888)
H (4.7156, 1.7247, 0.4261)
H (4.3846, -0.7478, 0.5655)
H (0.2440, -2.0072, 1.2021)
H (1.0962, -3.1194, 5.3083)
H (2.0979, -2.0770, 4.2794)
H (0.3304, -1.6722, 4.5636)
H (-1.6116, -4.2941, 3.1454)
H (-1.4245, -2.7209, 3.9955)
H (-1.5200, -2.7864, 2.1761)
H (0.4030, -0.1504, 2.0894)
H (0.6362, 2.3205, 1.7921)
C (-3.3108, -6.4392, -2.6529)
C (-2.4524, -5.3405, -2.7393)
C (-1.6231, -5.0604, -1.6608)
C (-1.6485, -5.8478, -0.5067)
C (-2.5292, -6.9176, -0.3912)
C (-3.3611, -7.2148, -1.4756)
C (-0.5942, -5.3824, 0.4337)
O (-0.3104, -5.9040, 1.5192)
C (0.0361, -4.2473, -0.2086)
C (1.2975, -3.6341, 0.3028)
C (2.2190, -2.9962, -0.7791)
C (1.8677, -1.8390, -1.4799)
C (2.7327, -1.3296, -2.4605)
C (3.9881, -1.9086, -2.6666)
C (4.3293, -3.0625, -1.9542)
C (3.4213, -3.6471, -1.0635)
C (-0.5971, -3.9945, -1.4894)
O (-0.3878, -3.1042, -2.3165)
H (-3.9582, -6.6978, -3.4897)
H (-2.4144, -4.7076, -3.6208)
H (-2.5628, -7.5095, 0.5234)
H (-4.0573, -8.0534, -1.4137)
H (1.8921, -4.4689, 0.7069)
H (0.9117, -1.3428, -1.2967)
H (2.4087, -0.4800, -3.0603)
H (4.6709, -1.5001, -3.4221)
H (5.2969, -3.5413, -2.1057)
H (3.6440, -4.6004, -0.5646)